ORCA calculation (ωB97M-V/def2-TZVPD) on a gas-phase ion, C7H15N2S (charge +1) in a non-equilibrium geometry.

Total energy   -783.118920 a.u.
Charge   +1
LUMO level   -2.67 eV
Energy relative to the best compared isomer or geometry (same formula, charge and spin)   220.7 kJ/mol
Structure (SMILES)   CC1=C[N@@H+](C)CN(C)[C@@H]1S

```
25
C7H15N2S, DFT ωB97M-V/def2-TZVPD
C -1.2476 -0.2420 0.7693
C -0.1990 -0.0188 1.5390
C -0.1665 0.5381 -1.2472
C 1.2929 -0.0950 0.5734
C -0.0859 0.3224 2.9595
C 2.2001 1.1069 -1.3471
C -2.1829 -0.8611 -1.4244
N 1.0689 0.7373 -0.5151
N -0.9899 -0.5429 -0.6353
S 1.5058 -1.9408 0.1300
H -2.2741 -0.2424 1.0971
H -0.7510 1.4686 -1.2422
H 0.0457 0.2576 -2.2891
H 2.1434 0.2000 1.1755
H 0.6874 -0.2668 3.4442
H -1.0316 0.1550 3.4684
H 0.1960 1.3704 3.0667
H 2.4290 0.3468 -2.1016
H 1.9698 2.0464 -1.8466
H 3.0687 1.2636 -0.7163
H -2.7858 0.0339 -1.5741
H -1.8875 -1.2532 -2.3952
H -2.7771 -1.6109 -0.9083
H -0.3202 -1.3746 -0.6029
H 1.2669 -2.4102 1.3502
```

Here are the Löwdin charges for atoms 1 to 2, given in e: number 1, C, carries -0.043; number 2, C, carries -0.167



ORCA calculation (ωB97M-V/def2-TZVPD) on a molecular structure, C23H17F3NO4PtS2 in a non-equilibrium geometry.

Total energy   -2457.632581 a.u.
Charge   -1
LUMO level (spin up / spin down)   2.19 / 2.19 eV
Energy relative to the best compared isomer or geometry (same formula, charge and spin)   340.1 kJ/mol

```
51
C23H17F3NO4PtS2, DFT ωB97M-V/def2-TZVPD
Pt 0.0156 2.5713 -0.4989
N 0.4641 1.6787 1.7555
C 1.7692 1.9674 2.1931
C 1.9794 2.6037 3.4123
C 3.2583 2.8005 3.9004
C 4.3465 2.3562 3.1678
C 4.1460 1.7840 1.9275
C 2.8698 1.5950 1.4007
C 2.7654 1.1210 0.0127
C 3.6712 0.1446 -0.4170
C 3.8480 -0.1426 -1.7528
C 3.1097 0.5429 -2.7070
C 2.1209 1.4181 -2.2891
C 1.9230 1.7199 -0.9446
H -0.2552 1.9969 2.3955
H 0.3382 0.7087 1.4775
H 1.1283 2.9524 3.9820
H 3.4042 3.2935 4.8504
H 5.3500 2.4846 3.5455
H 4.9968 1.4994 1.3281
H 4.2456 -0.3922 0.3267
H 4.5751 -0.8822 -2.0545
H 3.2953 0.3853 -3.7610
H 1.4942 1.8899 -3.0379
C -3.1070 -6.8548 0.2886
C -2.9124 -6.5778 -1.1690
O -2.0326 -6.9931 -1.8799
S -4.2352 -5.4799 -1.8173
C -3.3419 -3.9410 -1.6355
C -2.1675 -3.7149 -2.3410
C -1.4891 -2.5233 -2.1760
C -1.9778 -1.5420 -1.3078
C -3.1709 -1.7858 -0.6188
C -3.8473 -2.9756 -0.7740
C -1.3212 -0.3029 -1.1157
C -0.9116 0.8283 -0.9451
H -2.3756 -7.5802 0.6426
H -4.1195 -7.2239 0.4476
H -2.9976 -5.9240 0.8456
H -1.7891 -4.4839 -3.0008
H -0.5747 -2.3301 -2.7185
H -3.5501 -1.0161 0.0367
H -4.7677 -3.1667 -0.2384
F -2.5241 5.0014 1.7846
C -2.4416 4.3476 0.6144
F -3.6129 4.5053 -0.0082
F -2.3377 3.0404 0.9310
S -0.9951 5.0605 -0.3922
O -1.3587 6.4428 -0.4432
O 0.1466 4.7374 0.4415
O -1.0457 4.3569 -1.6616
```

Here are the Löwdin charges for atoms 1 to 2, given in e: number 1, Pt, carries 0.955; number 2, N, carries 0.033



ORCA calculation (ωB97M-V/def2-TZVPD) on 3 unconnected molecules or ions with the total composition C38H66F5N3O8 in a non-equilibrium geometry.

Total energy   -2752.614076 a.u.
Charge   0
LUMO level   -0.77 eV
Structure (SMILES)   CCCCc1c(CCC)c(CCCCN)c(COC)c2nc(O)c(CCCC(F)(F)C(F)(F)F)nc12.COCCOCCOC.COCCOCCOC

```
120
C38H66F5N3O8, DFT ωB97M-V/def2-TZVPD
C 2.3764 -4.6643 1.9074
C 2.1265 -3.0895 1.7150
C 0.6036 -2.7988 1.2458
C 0.5041 -1.1770 1.0656
C 0.9409 -0.7485 -0.4344
C 2.1699 0.1485 -0.7223
C 3.0668 0.7173 0.4756
C 4.3777 -0.2064 0.6862
C 4.6065 -0.3258 2.2841
C 2.5336 0.5113 -2.2018
C 3.8164 1.4095 -2.5030
C 3.4809 2.9895 -2.4343
C 4.7459 3.7488 -3.1268
C 5.5515 4.6520 -2.0448
N 6.0720 3.8548 -0.8895
C 1.6342 -0.0081 -3.3381
C 2.0366 0.4386 -4.8449
O 2.0316 1.8739 -5.0138
C 0.6845 2.4156 -5.0229
C 0.3519 -0.9065 -3.0906
N -0.3772 -1.3107 -4.2613
C -1.4936 -2.0791 -3.8375
O -2.3789 -2.5490 -4.8861
C -1.8921 -2.4456 -2.3843
C -3.2286 -3.2946 -2.0771
C -4.4833 -2.2725 -1.8474
C -4.0155 -0.8416 -1.2981
C -5.2025 0.0854 -0.7485
F -5.1316 0.0520 0.6962
F -6.4766 -0.2898 -1.2423
C -4.8020 1.6139 -1.1379
F -5.6004 2.5747 -0.4791
F -4.8220 1.8169 -2.5555
F -3.4579 1.8660 -0.7052
N -1.1095 -2.0574 -1.2619
C 0.0344 -1.2684 -1.6234
H 1.4259 -5.3035 1.7517
H 3.2370 -5.0673 1.2611
H 2.7155 -4.8172 3.0028
H 2.7898 -2.7043 0.8497
H 2.3079 -2.4547 2.6445
H -0.1846 -3.2112 1.9604
H 0.4724 -3.3503 0.2495
H 1.1874 -0.7406 1.8667
H -0.5576 -0.7915 1.2997
H 2.5197 0.7898 1.4751
H 3.3283 1.8063 0.1828
H 4.1537 -1.2131 0.1855
H 5.2601 0.3443 0.2148
H 5.5733 -0.8746 2.5508
H 3.7230 -0.8974 2.7565
H 4.5580 0.7444 2.7047
H 4.5834 1.2060 -1.6777
H 4.2877 1.0998 -3.5084
H 2.5509 3.2769 -3.0309
H 3.3373 3.3475 -1.3489
H 4.3775 4.4083 -4.0026
H 5.5206 2.9828 -3.5155
H 4.9364 5.5804 -1.7222
H 6.4729 5.0672 -2.6091
H 6.9491 4.3111 -0.6083
H 5.3778 3.9357 -0.1349
H 1.3415 -0.0305 -5.6332
H 3.0973 0.0707 -5.1146
H 0.4205 2.6389 -6.1150
H 0.7142 3.4249 -4.4696
H -0.0943 1.7548 -4.5119
H -2.9525 -1.7604 -5.0583
H -3.0646 -3.9388 -1.1319
H -3.4082 -4.0239 -2.9341
H -5.2244 -2.7919 -1.1510
H -4.9147 -2.0982 -2.9050
H -3.4497 -0.2269 -2.0832
H -3.3035 -1.0182 -0.4151
C 5.5344 -6.1489 7.5880
O 6.3731 -5.6514 6.5628
C 5.6739 -5.4854 5.3329
C 6.4759 -4.6054 4.3811
O 6.3303 -3.2109 4.6551
C 7.0345 -2.7290 5.7996
C 8.5359 -2.6007 5.5615
O 9.1723 -3.8667 5.7093
C 10.4564 -3.8885 5.1153
H 5.1179 -7.1217 7.3096
H 6.1344 -6.2662 8.4920
H 4.7281 -5.4380 7.7983
H 4.6923 -5.0301 5.5155
H 5.5393 -6.4785 4.8879
H 6.0727 -4.7446 3.3737
H 7.5276 -4.8938 4.3470
H 6.8123 -3.3282 6.6841
H 6.6377 -1.7262 5.9833
H 8.9690 -1.9220 6.3062
H 8.7143 -2.2013 4.5558
H 10.3776 -3.7233 4.0354
H 10.8907 -4.8754 5.2812
H 11.1050 -3.1326 5.5677
C -12.6720 6.6099 -1.7654
O -11.9293 5.4057 -1.7616
C -11.6853 4.9234 -3.0796
C -10.5823 3.8713 -3.0641
O -9.2719 4.4381 -3.0262
C -8.8666 4.9758 -1.7672
C -8.5085 3.8973 -0.7495
O -9.6872 3.3765 -0.1417
C -9.4539 2.1294 0.4853
H -13.6422 6.4648 -2.2502
H -12.8354 6.9125 -0.7296
H -12.1100 7.4018 -2.2721
H -11.3934 5.7523 -3.7365
H -12.6150 4.4741 -3.4487
H -10.6303 3.3196 -4.0075
H -10.7223 3.1453 -2.2617
H -9.6083 5.6742 -1.3760
H -7.9610 5.5529 -1.9760
H -7.8899 4.3325 0.0448
H -7.9521 3.0948 -1.2471
H -9.1504 1.3828 -0.2565
H -10.3876 1.7993 0.9430
H -8.6895 2.2238 1.2621
```

Here are the Löwdin charges for atoms 1 to 2, given in e: number 1, C, carries -0.126; number 2, C, carries -0.252